[1]
18
Properties=species:S:1:pos:R:3:forces:R:3 method="wB97M-V/def2-TZVPD" spin_multiplicity=1 fmax_ha_per_bohr=0.07124 homo_ev=-8.87 total_energy_ev=-8897.59403 e_lumo_ev=1.089 smiles=C[C@H]1CN1CCO relative_energy_kj_mol=395.9
C -1.7475 -0.3498 -1.0623 -0.13 -0.07 -0.09
C -0.9166 -0.6864 0.1438 -0.38 -0.09 -0.09
C 0.0367 -1.8349 0.1780 -0.14 -0.55 0.03
N 0.5003 -0.4904 0.0144 -0.21 -0.44 -0.31
C 1.1456 0.2269 1.0513 -0.56 0.20 -0.97
C 1.1767 1.8268 0.2393 -0.64 -3.17 1.72
O 1.5109 1.7432 -1.1016 0.06 -0.43 0.58
H -1.9265 0.7311 -1.1288 0.03 -0.18 0.04
H -2.7152 -0.8542 -1.0197 0.00 0.05 -0.06
H -1.2284 -0.6652 -1.9732 -0.09 0.02 0.12
H -1.3515 -0.4128 1.1104 0.13 -0.04 -0.19
H 0.1671 -2.4547 -0.7048 -0.13 -0.08 0.14
H 0.2175 -2.3260 1.1318 -0.08 0.03 -0.06
H 0.6162 0.2069 2.0422 -0.03 0.51 -0.77
H 2.1229 -0.2708 1.2934 -0.32 1.03 -0.70
H 0.1709 2.2462 0.3469 0.50 0.12 0.77
H 1.9088 1.8208 1.0042 1.52 3.09 -0.06
H 0.8968 1.0566 -1.4312 0.48 0.02 -0.10

=====

[2]
82
Properties=species:S:1:pos:R:3:forces:R:3 method="wB97M-V/def2-TZVPD" spin_multiplicity=1 charge=-2 fmax_ha_per_bohr=0.00960 homo_ev=-1.58 total_energy_ev=-78468.29709 e_lumo_ev=4.262 relative_energy_kj_mol=16.9
Ag 0.3773 1.8273 -0.5271 -0.10 -0.05 0.10
C 0.3340 -1.1349 -1.7500 0.10 0.02 0.05
C 1.3027 -1.2066 -0.7111 -0.05 0.07 -0.05
C 2.1778 -0.0897 -0.8705 -0.05 -0.14 0.03
C 1.6845 0.6575 -2.0026 -0.10 -0.09 0.04
C 0.5468 -0.0083 -2.5398 0.06 -0.03 0.05
C -0.1933 0.3979 -3.7992 0.00 0.01 0.05
C 0.7505 0.2775 -5.0052 0.02 -0.04 -0.07
C -0.6801 1.8514 -3.7121 0.04 0.02 0.01
C -1.4091 -0.5011 -4.0221 -0.04 -0.03 0.00
C 3.4891 0.3191 -0.1760 -0.11 0.07 0.03
C 4.2201 1.3822 -1.0129 -0.01 0.00 -0.05
C 3.2829 0.9709 1.2069 -0.02 -0.05 0.00
C 4.4519 -0.8672 -0.0515 0.08 -0.02 0.00
C 1.1777 -2.3013 0.3595 0.00 0.06 -0.07
C 1.5428 -1.8368 1.7731 -0.02 0.00 0.04
C 2.0358 -3.5255 -0.0028 0.02 -0.04 -0.02
C -0.2845 -2.7810 0.4468 -0.01 -0.03 0.00
H -0.5219 -1.7860 -1.8423 0.03 0.03 0.00
H 2.2482 1.4058 -2.5418 -0.02 0.08 0.05
H 1.6081 0.9470 -4.8967 -0.03 -0.02 0.01
H 0.2293 0.5357 -5.9358 0.02 -0.01 0.02
H 1.1314 -0.7441 -5.0892 -0.02 0.02 0.00
H 0.1587 2.5328 -3.5452 -0.02 -0.01 0.01
H -1.3845 1.9671 -2.8858 -0.01 -0.01 0.00
H -1.1869 2.1478 -4.6392 0.02 -0.01 0.02
H -1.1094 -1.5483 -4.1247 0.00 0.03 -0.01
H -1.9327 -0.2006 -4.9368 0.00 -0.02 0.01
H -2.1046 -0.4199 -3.1825 0.04 0.00 -0.03
H 3.6203 2.2900 -1.1097 0.00 -0.03 0.01
H 4.4481 1.0118 -2.0155 0.01 0.00 0.02
H 5.1609 1.6470 -0.5179 -0.02 0.00 -0.02
H 2.5998 1.8192 1.1241 0.02 0.02 -0.01
H 4.2380 1.3393 1.6037 -0.02 -0.02 -0.03
H 2.8602 0.2872 1.9379 0.01 0.08 -0.03
H 4.6070 -1.3288 -1.0303 0.01 0.01 0.02
H 4.0839 -1.6380 0.6221 0.01 0.05 -0.02
H 5.4217 -0.5263 0.3310 -0.01 -0.02 0.00
H 2.6032 -1.6225 1.8894 -0.04 -0.04 -0.02
H 1.2906 -2.6232 2.4926 0.00 0.00 0.00
H 0.9803 -0.9389 2.0398 0.01 -0.02 -0.01
H 3.0967 -3.2741 -0.0565 -0.06 -0.03 0.00
H 1.7358 -3.9084 -0.9815 0.01 0.01 0.02
H 1.9078 -4.3257 0.7379 0.00 0.02 -0.02
H -0.9731 -1.9426 0.5719 0.03 -0.01 0.02
H -0.3985 -3.4609 1.2979 0.00 0.00 -0.02
H -0.5874 -3.3258 -0.4495 0.02 0.02 0.01
C 3.4639 5.0281 0.4278 0.03 0.06 0.05
C 2.0509 4.4646 0.5414 -0.17 -0.06 0.28
O 1.5153 4.0766 -0.4886 0.10 0.17 -0.20
C 1.4187 4.3947 1.8617 0.12 -0.01 -0.11
C 2.0112 5.1022 2.9296 -0.05 -0.03 0.01
C 1.4873 5.1226 4.1973 -0.14 -0.09 -0.02
C 0.3109 4.3755 4.4393 0.10 0.06 0.03
C -0.2867 3.6530 3.4497 0.08 0.04 -0.06
C 0.2206 3.6143 2.0966 0.04 0.07 0.07
O -0.4006 2.9159 1.2471 0.13 0.00 -0.08
H 3.8019 4.8711 -0.5937 0.00 -0.02 -0.01
H 4.1439 4.5330 1.1240 -0.01 0.00 -0.03
H 3.4825 6.0988 0.6464 -0.02 -0.02 0.00
H 2.9147 5.6702 2.7380 -0.02 -0.01 0.00
H 1.9609 5.6932 4.9860 -0.01 -0.01 0.01
H -0.1215 4.3673 5.4354 0.00 0.01 0.01
H -1.1790 3.0667 3.6354 0.01 0.02 -0.01
S -6.8288 -0.9100 3.2393 0.07 0.04 -0.11
C -5.6966 -0.7848 1.9906 0.07 -0.19 0.07
S -5.0002 0.7272 1.5839 -0.01 0.49 0.08
C -4.0335 0.0347 0.2845 0.05 -0.14 -0.06
N -4.2303 -1.2571 0.2019 -0.06 0.22 0.18
N -5.1434 -1.7030 1.1677 -0.04 -0.37 -0.23
C -5.3795 -3.1105 1.1102 0.00 0.08 0.04
C -4.6745 -3.8604 0.1621 0.04 -0.01 -0.01
C -4.8571 -5.2306 0.0802 0.01 0.00 0.00
C -5.7392 -5.8894 0.9285 0.02 0.09 -0.03
C -6.4402 -5.1417 1.8595 0.00 0.06 0.02
C -6.2693 -3.7650 1.9596 -0.04 -0.10 0.02
S -3.0359 1.0238 -0.6570 -0.11 -0.16 0.01
H -3.9836 -3.3516 -0.4919 -0.01 -0.03 0.02
H -4.2909 -5.7876 -0.6574 -0.01 0.01 0.01
H -5.8736 -6.9624 0.8645 0.00 0.00 -0.01
H -7.1361 -5.6260 2.5351 0.01 0.00 -0.01
H -6.8199 -3.2015 2.6943 0.02 -0.03 -0.03

=====

[3]
12
Properties=species:S:1:pos:R:3:forces:R:3 method="wB97M-V/def2-TZVPD" spin_multiplicity=1 fmax_ha_per_bohr=0.10161 homo_ev="-9.88 / -9.88" total_energy_ev=-19605.99215 e_lumo_ev="-1.555 / -1.555" relative_energy_kj_mol=629.0
C 1.0069 0.5514 -0.5150 -1.62 -1.59 2.55
C 1.4635 0.1131 0.8917 3.46 -2.23 -3.22
C 0.7104 -0.7964 -0.0143 -1.15 -0.14 0.85
N -1.6057 -0.9809 0.6773 2.63 0.04 -0.85
O -3.7925 0.0572 -0.0107 0.83 -0.04 -0.39
O -1.7712 0.7862 -1.2529 -0.86 -0.99 0.97
S -2.3665 -0.0761 -0.2205 -0.34 1.07 -0.45
H 0.1225 1.1385 -0.5436 -0.38 0.84 -0.06
H 1.5739 0.5445 -1.3621 1.79 0.37 -2.02
H 2.5914 -0.1085 1.0667 -1.95 -0.12 -0.66
H 1.1759 0.5912 1.7285 -1.96 1.49 2.43
H 0.8912 -1.8202 -0.4451 -0.45 1.30 0.84

=====

[4]
21
Properties=species:S:1:pos:R:3:forces:R:3 method="wB97M-V/def2-TZVPD" spin_multiplicity=1 fmax_ha_per_bohr=0.06689 homo_ev="-8.58 / -7.60" total_energy_ev=-10428.51162 e_lumo_ev="-0.558 / -0.828" relative_energy_kj_mol=479.1
C 2.2767 0.3705 -1.4497 -0.07 0.17 0.06
C 0.7349 -1.6416 0.7733 -0.53 -0.23 0.17
C -2.0158 1.1457 -0.2196 -0.01 -0.38 -0.03
C 1.0792 0.4562 -0.5757 -0.41 -0.67 0.06
C 0.1025 -0.7051 -0.2573 0.46 1.70 1.74
C -0.8930 0.5888 0.6283 2.04 0.09 -2.77
C -1.0613 0.5236 1.9699 -0.03 -0.23 1.28
N 0.5694 1.4158 0.0479 -0.85 -0.21 0.54
N -0.4487 -1.2270 -1.3532 -0.72 0.13 -1.24
H -1.4631 -1.1139 -1.3784 0.00 -0.53 0.22
H 1.9663 -0.0487 -2.4095 0.05 0.02 0.04
H 3.0102 -0.3086 -1.0081 -0.01 0.04 -0.03
H 2.7253 1.3531 -1.5959 0.00 -0.08 0.00
H 1.2662 -2.4411 0.2553 0.01 0.07 -0.03
H 1.4252 -1.1335 1.4464 -0.09 0.16 -0.13
H -0.0651 -2.0845 1.3686 0.06 -0.11 0.02
H -2.8198 0.4106 -0.3121 -0.10 0.03 0.11
H -2.4264 2.0465 0.2399 0.03 -0.04 -0.07
H -1.6931 1.3777 -1.2335 0.12 0.09 0.08
H -1.9904 0.8384 2.4315 0.01 -0.01 -0.02
H -0.2792 0.1772 2.6319 0.01 0.01 0.00

=====

[5]
18
Properties=species:S:1:pos:R:3:forces:R:3 method="wB97M-V/def2-TZVPD" spin_multiplicity=1 fmax_ha_per_bohr=0.16882 homo_ev=-8.25 total_energy_ev=-11262.64611 e_lumo_ev=-0.908 relative_energy_kj_mol=1886.7
C 0.0409 2.1386 -0.9819 -1.47 -0.25 -0.57
C 0.5054 0.3602 0.5068 1.02 -1.53 -1.25
C 0.1514 -1.0694 0.8624 -7.75 3.78 -1.00
H -1.4774 2.6728 -1.2906 4.54 -0.79 0.76
H 1.0049 2.1843 -2.4702 -2.25 -0.01 3.63
H 0.8764 2.7452 0.2678 -2.57 -1.45 -3.80
H 0.3066 0.8145 1.4730 -0.51 1.39 -0.30
H 1.6656 0.4159 0.2857 -2.51 0.14 0.14
H 1.0673 -2.7860 1.5489 0.62 3.06 -3.53
H 1.7032 -0.6859 -1.6048 -1.18 -3.94 2.53
H 0.0140 -2.4372 -1.2875 4.57 1.43 1.83
H -1.8437 0.4597 0.3190 1.43 3.97 -4.79
H -3.0607 -0.1705 1.0915 2.41 -1.12 0.08
N 1.2322 -1.7981 0.8325 1.18 -6.46 -0.02
N 1.4057 -2.1484 -0.8058 -2.92 1.79 -1.04
N -1.2453 -1.3240 0.9243 4.33 0.71 0.93
N -1.9925 -0.1141 1.0046 -2.88 -4.38 4.98
O -0.3545 0.7426 -0.6759 3.95 3.68 1.42

=====

[6]
7
Properties=species:S:1:pos:R:3:forces:R:3 method="wB97M-V/def2-TZVPD" spin_multiplicity=1 charge=-2 fmax_ha_per_bohr=0.09669 homo_ev=1.53 total_energy_ev=-18428.72292 e_lumo_ev=5.144 relative_energy_kj_mol=55.6
N -2.3994 2.5778 0.2317 2.84 -3.11 -0.14
N -1.6485 1.7474 0.2520 -3.27 3.70 -0.62
O -0.5300 1.9123 2.8748 -0.16 0.23 -0.43
O -2.3059 0.1050 2.4819 -0.13 0.25 -0.42
O 0.0771 -0.2225 1.5886 -0.02 0.10 -0.37
P -0.9440 0.6421 2.2221 0.71 -1.15 2.02
H 7.7506 -6.7621 -9.6511 0.03 -0.02 -0.04